1.
Here is a molecular structure, C6H10N in a non-equilibrium geometry from the Open Molecules 2025 dataset. Energies are from ωB97M-V/def2-TZVPD.

Geometry (Å):
C1 -0.48 -0.50 0.77
C2 -0.40 -0.17 -0.76
C3 -1.69 -0.51 -0.12
C4 0.77 -0.20 -0.02
C5 -2.73 0.54 -0.07
C6 1.80 1.34 0.45
N1 1.89 -1.33 -0.26
H1 -2.08 -1.54 -0.17
H2 -2.53 1.45 0.46
H3 -3.49 0.21 0.53
H4 -3.11 0.65 -1.07
H5 2.76 1.29 -0.15
H6 1.94 1.60 1.50
H7 1.07 2.03 -0.01
H8 2.74 -0.83 -0.45
H9 1.68 -1.89 -1.05
H10 1.86 -2.13 0.44

Computed properties:
Kohn-Sham gap (alpha / beta) = 7.57 / 7.31 eV
multiplicity = 3
LUMO energy (alpha / beta) = -3.453 / -6.341 eV
charge = +1



2.
Here is 2 unconnected molecules or ions with the total composition C6H10N in a non-equilibrium geometry from the Open Molecules 2025 dataset. Energies are from ωB97M-V/def2-TZVPD.

Geometry (Å):
C1 -0.85 -1.81 0.74
C2 -0.34 1.66 -1.77
C3 0.43 1.54 -0.67
C4 -1.71 -2.62 1.49
C5 1.35 2.29 0.27
C6 0.83 -0.60 -0.62
N1 -0.21 -1.10 0.09
H1 -0.72 0.74 -2.29
H2 -0.78 2.54 -2.15
H3 -2.51 -3.24 1.10
H4 -0.95 -3.26 1.74
H5 -2.00 -2.18 2.45
H6 1.16 2.09 1.33
H7 1.35 3.38 0.02
H8 2.42 1.99 0.02
H9 1.81 -0.70 -0.01
H10 0.73 -0.71 -1.73

Computed properties:
Kohn-Sham gap (alpha / beta) = 6.66 / 6.69 eV
multiplicity = 3
LUMO energy (alpha / beta) = -3.543 / -6.810 eV
charge = +1



3.
Here is a single C6H10N2 molecule in a non-equilibrium geometry from the Open Molecules 2025 dataset. Energies are from ωB97M-V/def2-TZVPD.

Geometry (Å):
C1 -1.74 1.34 0.08
C2 -0.64 0.35 -0.07
C3 -1.20 -1.03 0.05
C4 -2.53 -1.04 -0.16
C5 2.68 -0.17 0.74
C6 2.83 0.04 -0.61
H1 -1.34 2.29 -0.04
H2 -2.51 1.27 -0.74
H3 -2.18 1.21 1.10
H4 -0.65 -1.95 0.06
H5 -2.99 0.00 -0.08
H6 -3.25 -2.02 0.00
H7 3.25 -1.15 1.03
H8 2.28 0.62 1.39
H9 3.16 -0.89 -1.24
H10 2.71 1.02 -1.24
N1 0.59 0.58 -0.12
N2 1.52 -0.48 -0.16

Computed properties:
Kohn-Sham gap = 9.43 eV
LUMO energy = 0.881 eV
SMILES = C=C/C(C)=N\N1CC1
charge = 0



4.
Here is a molecular structure, C6H10N2 in a non-equilibrium geometry from the Open Molecules 2025 dataset. Energies are from ωB97M-V/def2-TZVPD.

Geometry (Å):
C1 0.31 2.06 0.55
C2 0.20 0.17 0.91
C3 -0.12 -1.35 0.72
C4 0.16 -1.46 -0.61
C5 -0.77 -1.02 -1.71
C6 -0.37 0.78 -0.15
H1 -0.11 3.12 0.33
H2 1.24 1.95 -0.24
H3 1.43 1.53 2.28
H4 1.08 -0.07 0.43
H5 0.43 -2.13 1.26
H6 -1.30 -1.66 0.68
H7 1.25 -1.91 -1.01
H8 -1.83 -0.88 -1.49
H9 -0.60 -1.46 -2.81
H10 -1.38 1.05 0.21
N1 0.24 1.38 1.88
N2 0.15 -0.09 -1.23

Computed properties:
Kohn-Sham gap = 9.98 eV
LUMO energy = 0.914 eV
charge = 0



5.
Here is a molecular structure, C6H10N2 from the Open Molecules 2025 dataset. Energies are from ωB97M-V/def2-TZVPD.

Geometry (Å):
C1 1.09 -1.99 -1.01
C2 1.22 -0.59 -0.49
N1 1.91 -0.36 0.64
C3 -0.65 -0.03 -0.10
C4 -1.63 -0.67 -0.48
H1 1.86 -1.14 1.29
H2 0.38 -2.04 -1.83
H3 0.76 -2.67 -0.22
H4 2.07 -2.33 -1.38
H5 -2.45 -1.26 -0.81
C5 -1.67 2.20 0.60
C6 -0.44 1.34 0.78
N2 0.55 1.56 1.46
H6 1.56 0.60 1.13
H7 1.35 0.18 -1.24
H8 -1.57 3.11 1.20
H9 -1.80 2.46 -0.45
H10 -2.55 1.64 0.92

Computed properties:
Kohn-Sham gap (alpha / beta) = 7.71 / 7.72 eV
LUMO energy (alpha / beta) = -0.248 / -0.247 eV
charge = 0



6.
Here is a single C6H10N2 molecule in a non-equilibrium geometry from the Open Molecules 2025 dataset. Energies are from ωB97M-V/def2-TZVPD.

Geometry (Å):
C1 -0.31 -1.69 -0.64
C2 1.23 0.85 0.28
C3 -0.87 -0.46 0.00
N1 1.61 1.85 -0.59
C4 -0.19 0.62 0.41
C5 -2.34 -0.49 0.24
C6 2.11 0.14 0.99
N2 -3.15 0.50 0.15
H1 0.97 1.96 -1.37
H2 2.58 1.78 -0.89
H3 -2.66 1.35 -0.14
H4 -0.71 1.45 0.88
H5 -2.75 -1.48 0.51
H6 0.78 -1.76 -0.58
H7 -0.58 -1.72 -1.70
H8 -0.71 -2.60 -0.16
H9 1.79 -0.63 1.69
H10 3.18 0.32 0.92

Computed properties:
Kohn-Sham gap = 9.08 eV
LUMO energy = 0.676 eV
SMILES = [H]/N=C\C(C)=C\C(=C)N
charge = 0



7.
Here is a molecular structure, C6H10N2 in a non-equilibrium geometry from the Open Molecules 2025 dataset. Energies are from ωB97M-V/def2-TZVPD.

Geometry (Å):
C1 2.04 -0.66 -0.22
C2 0.50 0.71 -0.31
C3 -0.99 1.00 -0.04
C4 -1.41 0.01 1.04
C5 -1.54 -0.08 -0.96
C6 0.46 -0.69 0.07
H1 2.63 -1.31 0.46
H2 2.37 -0.73 -1.25
H3 1.85 0.74 1.23
H4 0.66 1.03 -1.38
H5 -1.36 2.03 -0.01
H6 -0.80 -0.03 1.96
H7 -2.48 0.04 1.34
H8 -1.09 -0.23 -1.94
H9 -2.65 -0.24 -1.07
H10 0.58 -0.70 1.08
N1 1.93 0.76 0.24
N2 -1.08 -1.10 0.07

Computed properties:
Kohn-Sham gap = 9.90 eV
LUMO energy = 1.058 eV
charge = 0



8.
Here is a molecular structure, C6H10N2 in a non-equilibrium geometry from the Open Molecules 2025 dataset. Energies are from ωB97M-V/def2-TZVPD.

Geometry (Å):
C1 1.10 -1.47 -0.14
C2 -2.03 0.24 1.34
C3 0.93 0.02 -0.41
N1 1.61 0.86 0.51
C4 0.95 0.44 -1.84
C5 -1.83 0.54 -0.11
N2 -0.32 0.56 -2.10
C6 -0.71 0.34 -0.78
H1 2.52 1.22 0.25
H2 1.49 0.60 1.48
H3 1.77 0.61 -2.53
H4 -2.64 1.04 -0.62
H5 0.74 -1.73 0.86
H6 2.16 -1.73 -0.20
H7 0.54 -2.06 -0.86
H8 -2.21 1.16 1.90
H9 -2.91 -0.39 1.48
H10 -1.17 -0.26 1.77

Computed properties:
Kohn-Sham gap = 9.68 eV
LUMO energy = 0.976 eV
charge = 0



Quick rundown of E_tot, same order as above: -288.77071, -288.83589, -343.93348, -343.81513, -343.95378, -344.08059, -343.92465, -344.04687 Eh
Quick rundown of energy relative to the best compared isomer or geometry (same formula, charge and spin), same order as above: 625.3, 454.2, 533.6, 844.3, 480.3, 147.4, 556.8, 235.9 kJ/mol